1.
DFT (ωB97M-V/def2-TZVPD) results for a structure of composition C27H40F7O20P.

Results
- HOMO: -7.2 eV

Each line ends with the Mulliken charge.
Geometry (Å):
P  -1.7449  0.2822  0.0856  0.9745
F  -3.2260  8.7165  -5.0232  -0.2797
F  3.3731  2.4180  6.7929  -0.2877
F  -4.2594  2.8944  0.6533  -0.3700
F  0.3746  -10.0544  -7.6304  -0.2753
F  0.8204  6.2202  1.2274  -0.3490
F  3.9417  3.3495  1.0451  -0.2995
F  -3.9408  -6.5509  -4.4644  -0.3450
O  -0.3203  10.4188  -2.1415  -0.4875
O  6.0162  4.3359  4.8402  -0.5052
O  -2.9434  -4.0722  0.7621  -0.5687
O  1.0411  -9.5304  -4.2996  -0.3168
O  0.0758  4.1397  0.7890  -0.3371
O  -0.4385  -7.8982  -3.8424  -0.5226
O  -2.3544  -5.4222  -3.3089  -0.3082
O  -1.2046  2.5099  -0.0965  -0.3582
O  -1.5665  8.5447  -2.0127  -0.3273
O  4.5031  5.5136  3.6595  -0.3346
O  5.0501  3.4338  3.0095  -0.3288
O  2.4221  -1.6877  0.5487  -0.4700
O  -1.1581  4.5559  -1.0404  -0.3092
O  6.2769  0.9850  7.9628  -0.3343
O  -1.5920  9.7805  -3.8941  -0.2994
O  -1.1244  -4.7543  -1.5369  -0.5237
O  4.1623  1.3638  8.6254  -0.3243
O  5.5354  0.0937  9.8942  -0.4897
O  -2.2701  -6.6918  -1.4562  -0.3316
O  -0.1980  -8.6600  -5.9516  -0.2675
C  -3.7267  -1.7928  0.1621  -0.6463
C  3.8480  5.2757  2.4123  -0.1891
C  -2.8453  -6.7045  -3.6654  0.9628
C  2.4779  -2.7656  1.4859  -0.6840
C  -1.0840  9.6607  -2.6330  0.6294
C  -2.1512  8.5234  -4.2238  0.2859
C  0.8622  -9.3721  -6.5693  0.3233
C  4.4507  2.3101  7.6134  0.3664
C  5.3465  0.7455  8.9233  0.5853
C  -0.8054  3.6287  -0.1171  0.3100
C  5.2648  4.4226  3.9257  0.5767
C  -3.2247  -7.2955  -2.3340  -0.4423
C  1.0444  -1.4526  0.2590  0.0157
C  -3.9305  -3.3298  0.0485  -0.1832
C  -2.7790  1.2069  1.4694  -1.0875
C  -2.3366  -1.3896  0.7198  -0.5768
C  0.5693  5.3402  0.2251  0.4542
C  -4.2207  1.5282  1.0367  -0.3330
C  1.3118  -10.3022  -5.4736  -0.4354
C  -1.8448  -5.5432  -2.0513  0.6567
C  5.6224  1.6893  6.9039  -0.2596
C  -0.5766  5.7988  -0.6355  -0.3749
C  -0.6988  -0.5057  -1.3242  -0.9555
C  3.8544  3.7732  2.3303  0.3869
C  0.0860  -8.6303  -4.6217  0.5816
C  -2.5561  7.9777  -2.8794  -0.3220
C  0.8317  -0.6031  -1.0007  -0.5867
H  -4.5905  0.9033  0.2124  0.2635
H  3.3812  -2.7124  2.1051  0.2875
H  0.7277  -11.2234  -5.4460  0.2828
H  0.5719  -2.4345  0.0600  0.2206
H  -3.8429  -1.3520  -0.8398  0.3202
H  -2.8624  -4.9302  0.3281  0.2723
H  4.6597  3.2803  8.0678  0.2779
H  -2.2977  2.1722  1.6566  0.3530
H  -2.3427  -1.3247  1.8178  0.5870
H  -3.9048  -3.6048  -1.0207  0.1426
H  3.0053  3.2884  2.8162  0.3220
H  -4.4937  -1.4069  0.8505  0.1710
H  -3.5457  8.3193  -2.5727  0.2749
H  6.2813  2.4298  6.4573  0.1902
H  -2.5324  6.8897  -2.8431  0.2504
H  -4.2332  -7.0109  -2.0261  0.2941
H  -2.0635  -7.2586  -4.2016  -0.1898
H  0.5688  -0.9382  1.1127  0.2143
H  4.4218  5.7413  1.6086  0.2856
H  -2.7587  0.6852  2.4425  0.5903
H  -3.1428  -8.3800  -2.3157  0.2735
H  2.3670  -10.5556  -5.5423  0.2633
H  -1.5930  -2.1469  0.4489  0.2925
H  1.2902  -1.1529  -1.8414  0.3790
H  1.6090  -2.6513  2.1625  0.2983
H  1.6249  -8.6687  -6.9083  0.2865
H  -1.3121  6.3798  -0.0769  0.2523
H  2.3819  -3.7400  0.9754  0.2452
H  1.4923  5.1357  -0.3222  0.3031
H  -2.5868  0.8775  -0.9032  -0.2429
H  5.3134  0.9804  6.1333  0.2808
H  -0.5553  0.8743  0.5852  -0.2824
H  -1.4087  7.9210  -4.7517  0.2878
H  -0.7653  0.1829  -2.1894  0.4358
H  -1.0310  -1.5140  -1.6283  0.3629
H  1.2946  0.3949  -0.9584  0.1859
H  -4.9111  -3.5809  0.4934  0.3196
H  2.8431  5.6905  2.4123  0.0918
H  -0.2509  6.3791  -1.4949  0.1958
H  -4.8759  1.4612  1.9183  0.2786

=====

2.
DFT (ωB97M-V/def2-TZVPD) results for the molecule C7H13NO4S.

Results
- SMILES string: C=CC(=O)[C@@](C)(N(C)C)S(=O)(=O)O
- HOMO: -9.2 eV
- Energy above the lowest of the compared OMol25 structures with the same formula, charge and spin: 359.3 kJ/mol

Each line ends with the Mulliken charge.
Geometry (Å):
S  -1.4109  -0.9152  -0.2667  1.1476
O  -1.8780  -0.4322  1.2368  -0.4606
O  1.1465  2.1614  0.0154  -0.4930
O  -2.4477  -0.5189  -1.2018  -0.6321
O  -1.0912  -2.2937  0.0863  -0.7046
N  1.4392  -0.4908  0.2254  -0.0731
C  0.3873  0.0821  -0.5193  0.8606
C  2.0039  -1.7595  -0.2530  -1.0606
C  -1.1863  2.0330  -0.0455  -0.0150
C  0.1719  1.5150  -0.1690  0.0059
C  1.0834  -0.6242  1.6478  -0.8786
C  -1.7326  2.6649  0.9393  -0.8661
C  0.4790  0.0007  -2.1011  -1.5180
H  -1.7426  1.9693  -1.0453  0.2359
H  2.2160  -1.6771  -1.3423  0.3122
H  0.2929  -1.4474  1.6924  0.2216
H  0.8079  -0.9680  -2.5178  0.4377
H  0.5333  0.3386  1.8965  0.2039
H  -1.9768  -1.3102  1.7115  0.3821
H  -0.5117  0.2612  -2.4423  0.5053
H  1.1846  0.7416  -2.4273  0.4085
H  -2.7731  3.0721  0.9894  0.2628
H  1.9858  -0.7808  2.1262  0.5597
H  -1.1287  2.7706  1.7733  0.3106
H  1.2862  -2.4825  -0.3267  0.4271
H  2.8618  -1.9098  0.3180  0.4201

=====

3.
DFT (ωB97M-V/def2-TZVPD) results for a structure of composition C3H7N3O2.

Results
- HOMO: -9.3 eV
- Energy above the lowest of the compared OMol25 structures with the same formula, charge and spin: 731.2 kJ/mol

Each line ends with the Mulliken charge.
Geometry (Å):
O  0.3199  -2.1202  0.8453  -0.6596
O  2.1734  0.4268  -0.7581  -0.4707
N  -0.5711  -0.1543  -0.1296  0.4211
N  -0.5804  1.3049  -0.0077  -0.5291
N  1.7579  -0.6128  0.0858  -0.1262
C  0.3939  -0.9872  0.2722  0.4065
C  -1.8324  -0.6094  -0.5498  -1.0584
C  0.1380  1.6833  1.0861  -0.2138
H  1.2151  0.7222  -1.5795  0.3670
H  -2.1221  0.1942  -1.0962  0.3787
H  0.1180  2.7493  1.1678  0.3380
H  -2.3457  -0.7839  0.3519  0.3546
H  -1.7257  -1.3865  -1.3428  0.3213
H  2.3772  -1.2917  -0.1888  0.2538
H  0.6841  0.8654  1.8433  0.2168

=====

4.
DFT (ωB97M-V/def2-TZVPD) results for a structure of composition C3H9N3O2.

Results
- HOMO: -8.8 eV
- Energy above the lowest of the compared OMol25 structures with the same formula, charge and spin: 540.8 kJ/mol

Each line ends with the Mulliken charge.
Geometry (Å):
O  -1.6943  -0.5546  -0.0888  -0.4423
O  -0.0985  -2.1311  -1.3614  -0.4995
N  1.5452  -1.5245  1.4029  -0.7952
N  -2.0041  0.8511  -0.2075  -0.4809
N  0.0006  0.1442  -1.8106  -0.3156
C  1.4281  0.8908  1.1297  -1.0768
C  -0.2928  -0.9769  -1.1278  0.5263
C  0.9226  -0.5106  0.9684  0.4997
H  2.2443  0.9239  1.8529  0.3793
H  -2.9563  0.8654  -0.5703  0.2212
H  -0.5332  0.9617  -1.4918  0.3509
H  -2.0676  1.1773  0.7572  0.2404
H  1.7762  1.2678  0.1654  0.2551
H  -0.2723  -0.5540  0.6163  0.3438
H  0.2781  0.0179  -2.7741  0.2458
H  0.6179  1.5441  1.4637  0.2745
H  1.1061  -2.3927  1.0758  0.2734

=====

5.
DFT (ωB97M-V/def2-TZVPD) results for the ion C8H16N3O with charge +1.

Results
- 2S+1: 3
- HOMO (spin up / spin down): -8.1 / -13.9 eV
- Energy above the lowest of the compared OMol25 structures with the same formula, charge and spin: 203.4 kJ/mol
- Total charge: +1

Each line ends with the Mulliken charge.
Geometry (Å):
O  -1.5408  2.0389  -0.2599  -0.5872
N  -2.2953  0.0319  0.1837  -0.1646
N  1.3240  -0.5240  -0.1674  0.2516
N  -1.8355  -3.2381  -0.9117  -0.3745
C  1.7850  -1.5292  -1.2143  -0.9438
C  2.4071  -0.5342  0.8888  -0.9701
C  -3.7661  1.8935  0.5843  -1.0598
C  -2.4557  1.4078  0.1555  0.4742
C  -1.6642  -2.1161  -0.7066  -0.3009
C  1.3322  0.8803  -0.7551  -0.5858
C  0.0174  -0.8029  0.4535  -1.0959
C  -1.2831  -0.7094  -0.4983  0.2929
H  2.2182  -1.3400  1.5584  0.3993
H  -4.4318  1.0985  0.9182  0.2638
H  2.7606  -1.0654  -1.7342  0.4542
H  1.4837  0.8573  -1.8119  0.3427
H  3.3461  -0.7965  0.3683  0.4115
H  0.9998  -1.6637  -2.0486  0.3503
H  2.4812  0.4385  1.3507  0.3953
H  0.2985  1.2282  -0.5549  0.3062
H  -0.9636  -0.3408  -1.4407  0.6887
H  -0.2140  -0.2597  1.3807  0.3574
H  2.0899  1.5521  -0.3298  0.3339
H  -3.8629  2.6225  1.3946  0.2928
H  -4.3598  2.3994  -0.1099  0.3043
H  -3.0093  -0.5032  0.5512  0.2599
H  0.0733  -1.9296  0.8871  0.5509
H  1.9974  -2.5640  -0.6905  0.3527

=====

6.
DFT (ωB97M-V/def2-TZVPD) results for a structure of composition C30H41AlN3OS.

Results
- HOMO: -9.6 eV
- Energy above the lowest of the compared OMol25 structures with the same formula, charge and spin: 0.0 kJ/mol
- Total charge: +1

Each line ends with the Mulliken charge.
Geometry (Å):
S  -2.7192  -1.2346  0.3193  -0.1966
Al  -0.7430  -0.2183  -0.6177  0.3184
O  0.2445  -0.9233  0.7970  0.8962
N  -2.0493  0.3343  -2.4010  0.0540
N  -0.7424  -2.0296  -1.7590  -0.0012
N  -1.4758  1.3885  0.4467  0.6694
C  -1.5161  -2.0259  -3.0340  -0.6175
C  0.6159  2.5448  2.7403  -1.6307
C  2.0722  -2.2655  3.6994  0.1736
C  -1.1215  -3.2707  -0.9998  -0.2388
C  1.6525  0.2713  2.4950  0.8369
C  2.3528  -1.1284  4.3734  -1.5628
C  3.0151  2.2673  1.8941  -1.5805
C  2.2267  0.0946  3.7612  -0.4027
C  1.6286  1.6444  1.9076  1.3486
C  -1.9514  5.0867  -1.5263  -0.7294
C  -3.9346  -0.7635  -0.9801  -0.7612
C  -2.2839  -3.0022  -0.0630  -0.8152
C  1.8305  3.0461  -1.8129  -1.1885
C  0.6801  0.8992  -1.3772  0.6423
C  1.7032  -3.3996  1.4680  1.2446
C  1.8715  0.2470  -1.7478  -0.6715
C  -2.8837  3.2771  -0.2175  -0.6059
C  -0.7777  4.4102  -1.7145  -1.4546
C  1.6122  -2.1974  2.3815  -1.0025
C  -1.6437  2.6460  -0.2647  0.4535
C  -0.5918  3.1572  -1.0546  1.1712
C  0.7438  -4.5112  1.9410  -1.3986
C  3.2188  -3.8548  1.3879  -1.5557
C  2.8959  0.9533  -2.3345  -0.5726
C  -3.4811  0.2691  -2.0420  -0.6326
C  -3.0237  4.5374  -0.8249  -0.9366
C  2.8699  2.3464  -2.4177  -1.2402
C  1.1036  -0.9332  1.8403  0.4456
C  -1.6727  -0.5737  -3.5134  -0.9957
C  0.6446  2.3646  -1.3590  1.1832
H  -2.0929  6.1076  -1.9672  0.3538
H  3.7348  2.7679  -2.8827  0.4070
H  -0.2851  -3.7020  -0.4092  -0.0109
H  1.1468  3.0576  3.4979  0.6437
H  2.4298  0.9686  4.3177  0.5120
H  -3.7653  1.2701  -1.6266  0.1696
H  1.9950  -0.8391  -1.5795  0.0467
H  3.6074  -3.9739  2.4144  0.3129
H  -4.7518  -0.2646  -0.4390  0.6041
H  -0.2217  1.9738  3.1602  0.2844
H  -2.5387  -2.3783  -2.8102  0.3513
H  1.8706  4.1141  -1.6512  0.5941
H  -4.0876  0.1404  -2.9468  0.4759
H  -0.7355  -0.2396  -3.9747  0.3399
H  0.7201  -5.3701  1.2302  0.3657
H  -3.8099  2.7903  0.1556  0.4037
H  -2.0202  -3.4452  0.8956  0.2349
H  1.0730  -4.9809  2.8480  0.4999
H  -4.0134  5.0139  -0.7818  0.4037
H  2.7304  -1.1685  5.3919  0.3705
H  3.7752  0.4090  -2.7359  0.3908
H  1.4886  -3.0191  0.4751  -0.4213
H  2.0543  -3.2487  4.1847  0.3897
H  3.8539  -3.0889  0.9190  0.3789
H  3.6689  1.8105  1.1322  0.3001
H  -2.2969  1.2932  1.0943  0.6078
H  -1.5144  -4.0433  -1.7123  0.5082
H  1.3100  1.5794  0.8743  -1.1711
H  3.3349  -4.7841  0.7760  0.4306
H  -1.0187  -2.6786  -3.7796  0.4100
H  -0.6827  1.5268  1.0927  -0.7966
H  3.4713  2.2086  2.8723  0.3892
H  0.1343  3.2651  2.0310  0.2306
H  -2.4868  -0.4702  -4.2557  0.5536
H  -4.2717  -1.7061  -1.4541  0.3862
H  -3.1421  -3.4706  -0.4135  0.7356
H  2.8756  3.3645  1.7102  0.4304
H  0.1974  -2.1986  -2.0807  0.3305
H  0.0176  4.8096  -2.3557  0.4767
H  -1.8140  1.3000  -2.6847  0.2247
H  -0.3111  -4.1540  2.0767  0.2066

=====

Q: Which E_tot values were calculated for the entries above? A: -3597.93474 -1028.31132 -433.04426 -434.32019 -553.40496 -2047.76721, in hartree.